C10H16O | the ωB97M-V functional and the def2-TZVPD basis

Bonds (Å) are listed after each position.
Atoms and positions in Å:
1 C -1.443 0.064 3.589  C3 1.445, H10 1.099, H11 1.166, H15 1.069
2 C -1.615 -0.749 1.296  C3 1.372, C4 1.409, H8 1.162
3 C -0.903 -0.669 2.467  C1 1.445, C2 1.372, C6 1.387
4 C -0.959 -1.460 0.270  C2 1.409, C5 1.406, H9 1.175
5 C 0.214 -2.217 0.431  C4 1.406, C7 1.366, H12 1.091
6 C 0.279 -1.370 2.657  C3 1.387, C7 1.395, H13 1.099
7 C 0.871 -2.094 1.623  C5 1.366, C6 1.395, H14 1.052
8 H -2.570 -0.112 1.114  C2 1.162
9 H -1.469 -1.636 -0.774  C4 1.175
10 H -2.252 0.760 3.327  C1 1.099
11 H -0.580 0.651 4.108  C1 1.166
12 H 0.505 -2.827 -0.425  C5 1.091
13 H 0.697 -1.258 3.667  C6 1.099
14 H 1.823 -2.497 1.821  C7 1.052
15 H -1.906 -0.733 4.131  C1 1.069
16 C 0.425 1.684 -2.617  C17 1.540, C18 1.556, O19 1.506, H20 1.078
17 C 1.691 2.363 -2.062  C16 1.540, H21 1.054, H26 1.083, H27 1.120
18 C 0.592 0.179 -2.973  C16 1.556, H22 1.188, H23 1.086, H24 1.059
19 O -0.799 1.768 -1.745  C16 1.506, H25 1.024
20 H 0.226 2.233 -3.524  C16 1.078
21 H 1.782 3.292 -2.553  C17 1.054
22 H 0.279 0.006 -4.107  C18 1.188
23 H 1.596 -0.226 -3.060  C18 1.086
24 H 0.039 -0.487 -2.363  C18 1.059
25 H -0.722 1.103 -0.970  O19 1.024
26 H 2.602 1.875 -2.384  C17 1.083
27 H 1.600 2.358 -0.946  C17 1.120

As for the SMILES: Cc1ccccc1.CC(C)O. The value obtained for the electronic energy is -465.8059 Ha. Its energy above the lowest of the compared OMol25 structures with the same formula, charge and spin is 2.501 eV. The frontier orbital gap is 10.0 eV.